Below is a 11-piece molecular cluster, C46H89F12N3O12 overall at a distorted geometry, with properties calculated with ωB97M-V with the def2-TZVPD basis set.

Element x y z (Å)
C 2.370 -5.796 1.826
C 2.871 -4.285 1.847
O 3.125 -3.964 3.199
C 3.842 -2.854 3.445
O 4.274 -2.096 2.586
C 3.918 -2.535 4.951
F 2.644 -2.324 5.466
F 4.366 -3.622 5.603
F 4.765 -1.507 5.199
H 3.254 -6.353 2.140
H 2.057 -6.085 0.823
H 1.490 -5.950 2.450
H 2.034 -3.708 1.454
H 3.769 -4.101 1.257
C 1.152 4.215 -8.210
C 0.880 3.362 -6.953
O 0.249 4.228 -6.000
C 0.005 3.760 -4.729
O 0.385 2.639 -4.336
C -0.839 4.757 -3.838
F -2.029 4.234 -3.570
F -0.260 5.093 -2.678
F -1.178 5.869 -4.501
H 0.239 4.653 -8.614
H 1.685 3.643 -8.970
H 1.861 4.996 -7.934
H 1.828 2.947 -6.610
H 0.338 2.445 -7.185
C -3.352 0.376 9.922
C -2.284 1.128 9.123
O -2.270 0.664 7.779
C -1.514 -0.493 7.475
O -0.798 -1.111 8.302
C -1.607 -0.918 6.037
F -0.367 -1.204 5.588
F -2.299 -2.054 5.942
F -2.147 0.034 5.311
H -3.422 0.796 10.925
H -3.056 -0.667 10.026
H -4.335 0.387 9.451
H -1.288 0.965 9.534
H -2.560 2.177 9.234
C -1.565 -8.308 -1.063
C -1.868 -6.830 -1.336
O -2.136 -6.100 -0.131
C -1.611 -4.875 0.152
O -0.789 -4.313 -0.564
C -2.053 -4.351 1.568
F -2.674 -3.159 1.353
F -2.870 -5.189 2.212
F -0.913 -4.177 2.265
H -1.664 -8.956 -1.934
H -2.140 -8.644 -0.199
H -0.561 -8.398 -0.649
H -2.736 -6.735 -1.987
H -1.019 -6.366 -1.839
C -0.814 1.216 -1.108
C 0.514 0.419 -0.957
N 0.766 0.235 0.505
C 2.245 0.353 0.891
C 2.709 1.840 0.780
C 0.120 -1.038 0.929
C 0.186 -1.181 2.484
H -1.674 0.737 -0.640
H -1.058 1.309 -2.166
H -0.690 2.256 -0.807
H 0.520 -0.535 -1.486
H 1.319 0.983 -1.430
H 2.227 0.059 1.940
H 2.822 -0.332 0.269
H 3.767 1.768 1.035
H 2.726 2.057 -0.288
H 2.162 2.600 1.336
H 0.516 -1.943 0.468
H -0.945 -0.853 0.794
H 1.061 -1.733 2.827
H -0.672 -1.782 2.786
H 0.281 -0.208 2.965
C -5.021 0.181 2.205
C -3.734 0.939 2.136
N -3.850 2.385 2.325
C -4.351 3.010 1.087
C -4.487 4.548 1.197
C -2.576 2.988 2.863
C -1.247 2.657 2.227
H -4.717 -0.845 2.001
H -5.688 0.447 1.385
H -5.613 0.054 3.111
H -3.002 0.538 2.837
H -3.182 0.619 1.252
H -3.627 2.860 0.286
H -5.314 2.663 0.711
H -3.473 4.926 1.321
H -4.945 5.017 0.326
H -5.042 4.839 2.088
H -2.612 2.671 3.906
H -2.697 4.059 3.029
H -0.425 3.178 2.718
H -1.117 2.987 1.196
H -1.034 1.599 2.379
C -5.484 -1.112 -1.245
C -5.622 -1.065 -2.758
N -5.328 0.245 -3.397
C -6.264 1.358 -2.984
C -7.718 1.163 -3.459
C -3.936 0.720 -3.289
C -3.026 -0.313 -3.953
H -5.768 -2.111 -0.914
H -6.263 -0.554 -0.726
H -4.485 -0.917 -0.855
H -5.013 -1.856 -3.196
H -6.610 -1.403 -3.069
H -6.337 1.435 -1.899
H -5.955 2.328 -3.374
H -8.236 2.111 -3.600
H -7.825 0.766 -4.469
H -8.227 0.461 -2.798
H -3.623 0.955 -2.272
H -3.893 1.666 -3.829
H -2.818 -1.176 -3.321
H -2.051 0.108 -4.199
H -3.417 -0.709 -4.890
C 3.873 3.222 -2.812
C 5.145 2.411 -2.786
C 5.360 1.520 -4.003
O 5.919 2.426 -1.849
H 3.757 3.818 -1.906
H 3.035 2.545 -2.980
H 4.000 3.898 -3.657
H 6.407 1.509 -4.304
H 4.661 1.821 -4.784
H 5.043 0.505 -3.762
C 2.496 -3.555 -1.709
C 2.350 -2.488 -2.738
C 1.320 -2.586 -3.865
O 3.030 -1.495 -2.617
H 3.016 -3.218 -0.812
H 2.876 -4.475 -2.153
H 1.510 -3.784 -1.306
H 1.493 -1.814 -4.616
H 0.314 -2.458 -3.465
H 1.497 -3.514 -4.409
C 5.931 -1.126 -0.377
C 6.786 -2.288 -0.831
C 6.144 -3.712 -0.701
O 7.904 -2.093 -1.268
H 6.125 -0.296 -1.056
H 6.129 -0.838 0.655
H 4.896 -1.466 -0.432
H 6.862 -4.454 -1.050
H 5.185 -3.755 -1.216
H 5.857 -3.906 0.333
C 4.253 5.424 0.409
C 5.710 5.761 0.252
C 6.708 5.076 1.084
O 6.201 6.613 -0.506
H 3.931 5.648 1.425
H 4.096 4.359 0.238
H 3.655 5.909 -0.362
H 7.633 5.652 1.107
H 6.945 4.027 0.904
H 6.313 5.194 2.093

Calculated values
E = -4071.56042 a.u.
energy relative to the best compared isomer or geometry (same formula, charge and spin) = 118.8 kJ/mol
SMILES = CCOC(=O)C(F)(F)F.CCOC(=O)C(F)(F)F.CCOC(=O)C(F)(F)F.CCOC(=O)C(F)(F)F.CCN(CC)CC.CCN(CC)CC.CCN(CC)CC.CC(C)=O.CC(C)=O.CC(C)=O.CC(C)=O

=====

Below is C3H8N2O in the gas phase, with properties calculated with ωB97M-V with the def2-TZVPD basis set.

Element x y z (Å)
C 1.349 0.105 0.376
N -0.043 -0.216 0.162
C -0.661 -1.051 1.172
C -0.744 0.125 -0.972
N -0.217 1.227 -1.647
O -1.744 -0.462 -1.349
H 1.740 0.764 -0.400
H 1.492 0.583 1.357
H 1.915 -0.832 0.308
H -1.392 -1.725 0.722
H 0.106 -1.638 1.696
H -1.166 -0.426 1.922
H -0.881 1.639 -2.289
H 0.245 1.909 -1.060

Calculated values
E = -303.87628 a.u.
energy relative to the best compared isomer or geometry (same formula, charge and spin) = 41.6 kJ/mol
SMILES = CN(C)C(N)=O

=====

Below is C5H8S in the gas phase at a distorted geometry, with properties calculated with ωB97M-V with the def2-TZVPD basis set.

Element x y z (Å)
C 0.310 -1.761 0.205
C 0.125 0.093 0.172
C 0.856 0.850 1.125
S 0.971 2.460 1.159
C -0.049 0.609 -1.236
C -1.289 0.557 -0.228
H -0.033 -1.983 1.162
H 1.251 -2.111 -0.080
H -0.447 -1.950 -0.555
H 1.419 0.310 1.972
H -0.108 -0.185 -1.944
H 0.561 1.490 -1.565
H -1.402 1.663 0.217
H -2.164 -0.044 -0.404

Calculated values
E = -593.38374 a.u.
energy relative to the best compared isomer or geometry (same formula, charge and spin) = 274.3 kJ/mol
SMILES = CC1(C=S)CC1

=====

Below is C45H52Br5F4N6O3P2Rb as an isolated structure, with properties calculated with ωB97M-V with the def2-TZVPD basis set.

Element x y z (Å)
Rb -1.862 -0.961 0.166
F -5.519 5.743 3.569
C -4.511 5.030 3.053
C -3.262 5.607 2.913
F -3.067 6.877 3.295
C -2.232 4.856 2.379
F -1.044 5.467 2.272
C -2.402 3.542 1.966
P -1.037 2.539 1.195
C 0.150 2.413 2.587
C 1.015 3.396 3.078
C 1.869 3.117 4.131
C 1.861 1.861 4.724
C 0.994 0.885 4.265
C 0.149 1.158 3.196
C -0.395 3.786 0.019
C -1.315 4.303 -0.892
C -0.908 5.154 -1.904
C 0.432 5.493 -2.037
C 1.356 4.970 -1.149
C 0.947 4.124 -0.127
C -3.680 2.964 2.124
Br -4.046 1.177 1.658
C -4.713 3.716 2.661
F -5.938 3.206 2.816
H 1.019 4.380 2.631
H 2.544 3.884 4.491
H 2.533 1.647 5.547
H 0.969 -0.096 4.719
H -0.521 0.381 2.845
H -2.356 4.020 -0.823
H -1.644 5.538 -2.601
H 0.754 6.152 -2.834
H 2.408 5.208 -1.250
H 1.685 3.705 0.541
Br -3.895 -6.351 4.433
C -3.981 -5.058 3.041
C -4.405 -5.402 1.781
Br -4.922 -7.192 1.392
C -4.435 -4.422 0.769
Br -5.099 -4.837 -0.970
C -4.038 -3.087 0.954
O -4.108 -2.200 0.055
C -3.512 -2.732 2.306
O -3.066 -1.560 2.517
C -3.569 -3.731 3.286
Br -3.016 -3.186 5.031
C -4.536 2.528 -2.054
N -3.444 2.456 -3.004
C -3.834 2.683 -4.377
C -2.607 2.827 -5.249
C -1.733 1.607 -5.048
N -1.441 1.402 -3.647
C -0.357 0.470 -3.388
C -2.329 1.689 -2.657
O -2.162 1.371 -1.486
H -4.935 3.546 -2.021
H -4.178 2.239 -1.072
H -5.349 1.845 -2.329
H -4.444 3.591 -4.411
H -4.469 1.861 -4.744
H -2.057 3.728 -4.967
H -2.898 2.918 -6.298
H -0.779 1.727 -5.569
H -2.216 0.716 -5.478
H 0.559 0.861 -3.839
H -0.575 -0.510 -3.828
H -0.189 0.272 -2.328
N 0.533 -1.377 -1.110
P 1.807 -1.932 -0.518
N 2.598 -3.116 -1.459
C 1.724 -3.994 -2.226
C 2.539 -4.947 -3.093
C 3.590 -4.188 -3.897
C 4.493 -3.335 -2.978
C 4.010 -3.387 -1.527
N 3.130 -0.878 -0.215
C 3.491 -0.527 1.153
C 4.431 0.670 1.162
C 3.710 1.885 0.585
C 2.962 1.526 -0.715
C 3.356 0.140 -1.220
N 1.711 -2.726 0.990
C 2.565 -3.851 1.336
C 2.235 -4.391 2.724
C 0.749 -4.722 2.832
C -0.120 -3.513 2.425
C 0.737 -2.335 1.984
H 1.067 -3.376 -2.847
H 1.058 -4.566 -1.563
H 1.862 -5.492 -3.755
H 3.030 -5.700 -2.468
H 3.081 -3.543 -4.619
H 4.190 -4.891 -4.482
H 4.466 -2.292 -3.299
H 5.536 -3.665 -3.038
H 4.525 -2.633 -0.932
H 4.270 -4.363 -1.081
H 3.960 -1.382 1.655
H 2.606 -0.261 1.754
H 5.325 0.434 0.576
H 4.763 0.873 2.184
H 4.416 2.706 0.424
H 2.997 2.237 1.339
H 3.142 2.277 -1.490
H 1.883 1.497 -0.546
H 4.402 0.139 -1.572
H 2.722 -0.115 -2.075
H 3.631 -3.572 1.294
H 2.436 -4.665 0.608
H 2.513 -3.652 3.481
H 2.847 -5.278 2.919
H 0.504 -5.046 3.846
H 0.530 -5.573 2.180
H -0.778 -3.207 3.239
H -0.778 -3.785 1.596
H 1.236 -1.863 2.850
H 0.094 -1.557 1.565

Calculated values
charge = -2
E = -16276.64465 a.u.
energy relative to the best compared isomer or geometry (same formula, charge and spin) = 80.4 kJ/mol

=====

- Number 1 is which compound?
  C46H89F12N3O12

=====

- Which of these has the lowest energy relative to the best compared isomer or geometry (same formula, charge and spin)?
  C3H8N2O